# 1
# C4H7OP

A single C4H7OP molecule in a non-equilibrium geometry (wB97M-V/def2-TZVPD, the OMol25 dataset).

Net charge: 0
Energy (eV): -15595.1412
Frontier orbital gap (eV): 9.76
HOMO (eV): -8.82
Energy above the lowest of the compared OMol25 structures with the same formula, charge and spin (kcal per mole): 52.9

Element x y z (Å)
1 C -1.983438 1.188233 -0.240098
2 C 0.341893 -1.662670 -0.131374
3 C -1.458085 0.018607 0.001243
4 C -0.007766 -0.370243 -0.146160
5 O 0.922212 0.630299 -0.119606
6 P 2.533887 0.298145 -0.058564
7 H -2.960676 1.529186 -0.110403
8 H -1.504510 1.954014 -0.732730
9 H 1.318993 -2.197047 -0.150285
10 H -0.413464 -2.322660 -0.203267
11 H -2.032272 -0.915300 0.334345
12 H 2.537955 0.201995 1.466229
13 H 2.705268 1.647445 0.090668

Cartesian forces, eV/Å:
C -0.282 -0.152 -0.108
C 2.268 1.000 -0.150
C 0.678 -2.864 0.388
C 0.456 -0.317 0.410
O -1.782 0.140 -0.545
P -0.052 -0.467 2.084
H -1.853 -0.519 0.567
H 2.043 1.499 -0.687
H -0.521 1.267 0.014
H -2.660 -2.183 0.004
H 0.503 1.816 -0.287
H 0.356 -0.268 -1.566
H 0.846 1.048 -0.125

=====

# 2
# C8H15MgNO5S

A molecular structure, C8H15MgNO5S in a non-equilibrium geometry (wB97M-V/def2-TZVPD, the OMol25 dataset).

Net charge: 0
Energy (eV): -36546.9333
Frontier orbital gap (eV): 6.59
HOMO (eV): -6.42
Energy above the lowest of the compared OMol25 structures with the same formula, charge and spin (kcal per mole): 0.0

Element x y z (Å)
1 Mg 1.067082 25.852997 -11.208282
2 C 0.193531 24.635602 -9.791101
3 O 1.249367 25.252817 -9.278886
4 O 0.519895 23.948538 -10.867058
5 O -0.710146 25.580208 -10.108205
6 C 5.465137 24.943872 -12.828659
7 C 4.125926 25.343989 -12.430467
8 N 3.078988 25.653151 -12.096172
9 H 5.775183 24.102480 -12.208630
10 H 6.200851 25.734652 -12.720207
11 H 5.413467 24.592778 -13.858845
12 C -2.150259 27.141980 -12.749586
13 S -1.040923 25.971718 -13.554168
14 O 0.299905 26.118411 -12.900762
15 C -1.776795 24.504946 -12.868419
16 H -1.942336 28.149067 -13.107535
17 H -1.924769 27.131647 -11.678097
18 H -3.187586 26.849937 -12.887819
19 H -1.895629 24.581780 -11.786668
20 H -1.128582 23.672692 -13.133245
21 H -2.756191 24.363634 -13.333121
22 C 1.386774 29.647249 -12.453103
23 C 1.775923 28.924249 -11.208075
24 O 1.369914 27.802639 -10.986997
25 C 2.621878 29.624539 -10.194286
26 H 0.864044 28.968071 -13.127134
27 H 2.212476 30.120795 -12.980138
28 H 0.637313 30.407927 -12.211563
29 H 3.509934 30.042366 -10.678607
30 H 2.888522 28.976989 -9.364945
31 H 2.130504 30.513384 -9.787613

Cartesian forces, eV/Å:
Mg 0.448 -0.220 0.903
C 3.043 6.089 -5.159
O 0.053 -1.903 2.600
O -0.919 -3.110 1.060
O -2.388 -1.450 1.565
C -0.097 -0.563 -0.094
C 0.233 0.218 0.177
N -0.135 -0.003 0.090
H -0.036 0.020 0.026
H -0.161 0.183 -0.048
H 0.173 0.107 -0.029
C 0.504 0.285 0.657
S -0.939 -0.205 0.012
O -0.027 0.496 -1.223
C -0.446 -0.401 -0.119
H -0.153 -0.070 -0.295
H 0.043 -0.322 -0.017
H 0.004 0.026 -0.275
H 0.427 0.157 0.058
H 0.046 0.001 0.139
H 0.081 0.103 -0.201
C -0.723 -0.039 -0.572
C -0.143 -0.016 0.506
O 0.341 0.498 0.011
C 0.379 0.563 0.042
H 0.251 -0.174 0.018
H 0.097 0.065 0.191
H 0.269 0.180 0.189
H 0.079 -0.232 0.009
H 0.002 -0.148 -0.108
H -0.308 -0.133 -0.113

=====

# 3
# C23H52NO4PS

3 unconnected molecules or ions with the total composition C23H52NO4PS in a non-equilibrium geometry (wB97M-V/def2-TZVPD, the OMol25 dataset).

Net charge: 0
Energy (eV): -54494.1272
Frontier orbital gap (eV): 9.02
HOMO (eV): -8.87

Element x y z (Å)
1 C 3.692319 2.317821 -2.698389
2 C 2.299170 1.524549 -2.465181
3 C 1.622591 2.051435 -1.099755
4 C 2.496154 -0.069279 -2.517390
5 C 1.118147 -0.886175 -2.451996
6 C 1.253424 -2.095111 -1.379284
7 C 0.542675 -1.359192 -3.867879
8 O -0.802172 -0.813836 -3.994300
9 N -1.054762 -0.312324 -5.255146
10 P -0.333284 1.290162 -5.520696
11 S 1.418692 1.241214 -6.401900
12 C -2.539901 -0.065029 -5.239264
13 O -3.386843 -0.899408 -5.574375
14 O -2.979973 1.201164 -4.765029
15 C -3.398087 1.108993 -3.354109
16 C -2.772670 2.305298 -2.474605
17 C -2.497091 1.915775 -0.947390
18 O -1.769650 0.681262 -0.758780
19 H 4.242336 1.866596 -3.596187
20 H 3.411904 3.411153 -2.931495
21 H 4.325444 2.324103 -1.752812
22 H 1.630730 1.799304 -3.346983
23 H 1.461212 1.144550 -0.412298
24 H 0.566578 2.416052 -1.367868
25 H 2.201348 2.890467 -0.598370
26 H 3.125476 -0.387614 -3.410805
27 H 3.077990 -0.342715 -1.557276
28 H 0.337127 -0.172604 -1.991279
29 H 1.548772 -1.594819 -0.394533
30 H 1.989902 -2.881979 -1.738036
31 H 0.187545 -2.487028 -1.227362
32 H 1.224096 -1.165683 -4.755362
33 H 0.428527 -2.507749 -3.803447
34 H -1.190894 2.047741 -6.410927
35 H -0.324952 2.015791 -4.278576
36 H -4.534776 1.294935 -3.375677
37 H -3.236409 0.078198 -2.905565
38 H -3.486184 3.211040 -2.452416
39 H -1.794080 2.691385 -2.928534
40 H -1.830191 2.750697 -0.517675
41 H -3.449127 1.856672 -0.321149
42 H -2.338104 -0.100698 -0.931121
43 C 2.584878 -7.380746 2.743464
44 C 1.473972 -7.115336 1.735583
45 C 1.674768 -5.826212 0.937585
46 C 1.683190 -4.537218 1.764619
47 C 0.429409 -4.289334 2.604842
48 C -0.835395 -4.132524 1.771017
49 H 2.629972 -6.602056 3.508849
50 H 2.412187 -8.332784 3.251180
51 H 3.557688 -7.435687 2.247352
52 H 0.507539 -7.102848 2.248356
53 H 1.437327 -7.954144 1.032032
54 H 0.892481 -5.762023 0.172989
55 H 2.622421 -5.890831 0.391085
56 H 1.826486 -3.691604 1.082682
57 H 2.554631 -4.537646 2.428319
58 H 0.578375 -3.370623 3.182406
59 H 0.291364 -5.092615 3.334381
60 H -0.733285 -3.309663 1.057439
61 H -1.688594 -3.913736 2.418574
62 H -1.067622 -5.043742 1.215443
63 C -0.633962 4.315854 1.552142
64 C -0.956650 3.252011 2.593288
65 C -2.143581 3.617698 3.485700
66 C -1.956885 4.872216 4.344268
67 C -0.749498 4.848938 5.282842
68 C -0.819103 3.744909 6.329673
69 H -0.332664 5.257849 2.016883
70 H 0.191192 3.981574 0.917843
71 H -1.497534 4.507526 0.908823
72 H -0.068626 3.049411 3.199227
73 H -1.192216 2.317460 2.071794
74 H -2.370247 2.764202 4.134160
75 H -3.030173 3.759454 2.857081
76 H -2.865616 5.021837 4.938061
77 H -1.877211 5.749328 3.692908
78 H -0.697445 5.812866 5.800292
79 H 0.178755 4.755697 4.711664
80 H -1.723317 3.839451 6.937761
81 H 0.044248 3.804308 6.997473
82 H -0.814269 2.753670 5.871141

Cartesian forces, eV/Å:
C -1.041 -0.022 -0.269
C 0.753 0.333 -0.368
C -0.908 -0.970 -0.794
C 0.033 0.244 0.989
C 0.128 0.498 0.651
C -0.984 1.338 -0.582
C 0.949 -1.859 1.122
O 1.034 -0.193 1.209
N -2.462 2.241 -1.593
P 1.628 0.842 -1.141
S -0.547 -0.130 0.645
C -3.147 -2.102 -0.386
O 3.378 2.508 0.977
O 1.388 -1.739 0.546
C -1.595 1.255 1.008
C 0.088 0.007 0.122
C -0.064 0.403 0.079
O -0.496 0.151 -0.422
H -0.613 0.750 1.370
H 0.595 -1.622 0.287
H -0.679 -0.216 -1.271
H 0.855 -0.292 1.095
H 0.369 1.537 -0.663
H 1.480 -0.332 0.634
H -0.668 -1.195 -0.625
H -0.790 0.519 1.035
H -0.661 0.336 -1.514
H 1.034 -1.084 -0.813
H -0.115 -0.981 -1.309
H -0.977 0.890 0.681
H 1.631 0.029 -0.227
H -1.121 0.277 1.103
H 0.040 1.655 -0.257
H -0.040 -0.896 0.938
H -0.330 -0.626 -0.505
H 1.672 -0.524 0.049
H 0.166 1.308 -0.791
H 1.013 -1.443 -0.185
H -1.355 -0.780 0.562
H -1.060 -1.393 -0.526
H 1.022 0.304 -0.960
H 0.395 0.955 0.145
C -0.096 -0.086 0.109
C 0.126 -0.006 -0.116
C -0.157 0.036 -0.080
C 0.118 -0.046 0.106
C 0.068 0.140 -0.094
C -0.124 -0.038 0.113
H 0.046 -0.043 -0.044
H 0.080 0.057 0.014
H -0.032 0.045 0.047
H 0.007 0.032 -0.036
H -0.064 0.066 0.036
H 0.047 0.023 0.030
H -0.032 -0.019 0.027
H -0.026 -0.028 0.036
H -0.027 -0.007 -0.047
H 0.023 -0.093 0.017
H 0.039 0.004 -0.013
H 0.003 -0.066 0.008
H 0.006 -0.004 -0.105
H -0.005 0.054 -0.019
C 0.208 -0.046 0.011
C -0.177 -0.027 -0.091
C 0.014 -0.111 0.136
C 0.044 0.097 -0.125
C -0.152 0.056 0.072
C 0.156 -0.012 0.036
H -0.052 -0.020 -0.068
H -0.046 0.075 -0.023
H 0.017 0.082 0.063
H -0.040 0.001 0.010
H 0.051 0.008 0.075
H -0.003 0.057 -0.027
H 0.037 -0.010 0.000
H 0.050 -0.002 -0.004
H -0.024 -0.046 0.019
H 0.035 -0.032 -0.090
H -0.033 0.018 -0.025
H 0.039 -0.043 -0.049
H -0.089 -0.065 0.002
H -0.028 0.018 0.047

=====

- The highest frontier orbital gap belongs to which entry?
  C4H7OP